# 1
Computed, not measured: a 2-piece molecular cluster, C21H23N3O5S overall at a distorted geometry, with wB97M-V/def2-TZVPD.

Geometry as XYZ:
```
53
Properties=species:S:1:pos:R:3:mulliken_charge:R:1
O -0.839 2.264 -0.054 -0.645
O 1.335 0.073 3.266 -0.695
O -5.886 -2.156 1.033 -0.596
O -5.031 -4.419 1.332 -0.666
N 2.768 -1.206 -0.777 -0.710
O -5.830 -3.754 -0.918 -0.480
C -1.549 2.524 0.910 0.740
C 0.749 0.743 2.420 0.441
C 3.097 -0.084 -1.376 0.393
C 4.468 0.014 -1.854 -0.339
C 2.218 1.069 -1.606 0.377
C 4.907 1.085 -2.605 -0.684
C 2.630 2.154 -2.353 -1.064
C -3.291 -1.985 -1.272 -0.622
C 1.315 -2.280 0.783 -0.557
C 1.480 -1.570 -0.408 0.140
C -3.452 -2.694 -0.074 0.011
C -2.022 -1.549 -1.657 -1.141
C 0.056 -2.755 1.170 -0.868
C 0.362 -1.365 -1.228 -0.356
C -2.340 -2.963 0.735 -0.634
C -0.909 -1.806 -0.847 0.999
C -1.066 -2.517 0.361 0.705
N 1.381 1.648 1.665 0.076
N -1.535 1.820 2.042 -0.152
C -2.483 3.709 0.861 -1.372
C 4.007 2.244 -2.972 -0.658
C 2.816 1.915 1.720 -1.026
C -0.770 0.581 2.252 -0.036
S -5.097 -3.247 0.451 1.278
H -6.265 -4.547 -0.581 0.351
H 5.143 -0.803 -1.621 0.442
H 1.228 1.089 -1.167 0.486
H 5.939 1.097 -2.946 0.382
H 1.939 2.982 -2.493 0.474
H -4.149 -1.772 -1.908 0.422
H 2.183 -2.461 1.409 0.443
H -1.904 -1.002 -2.587 0.413
H -0.037 -3.301 2.104 0.375
H 0.483 -0.871 -2.185 0.596
H -2.465 -3.515 1.665 0.436
H 0.827 2.120 0.959 0.120
H -2.139 2.123 2.790 0.278
H -2.376 4.204 -0.104 0.325
H -2.232 4.406 1.658 0.380
H -3.509 3.364 0.979 0.356
H 4.480 3.174 -2.642 0.357
H 3.909 2.287 -4.061 0.347
H 3.105 2.158 2.744 0.330
H 3.067 2.748 1.063 0.362
H 3.366 1.026 1.404 0.281
H -1.153 0.062 3.131 0.396
H -0.931 -0.059 1.387 -0.211
```

## Properties
- Energy relative to the best compared isomer or geometry (same formula, charge and spin): 297.2 kJ/mol
- HOMO: -8.05 eV
- SMILES: O=S(=O)(O)c1ccc2cc(N=C3C=CCC=C3)ccc2c1.CNC(=O)CNC(C)=O
- 2S+1: 1

***

# 2
Computed, not measured: a 3-piece molecular cluster, C21H24BClF17IN2O6P overall at a distorted geometry, with wB97M-V/def2-TZVPD.

Geometry as XYZ:
```
74
Properties=species:S:1:pos:R:3:mulliken_charge:R:1
C 2.662 -1.333 0.496 -0.888
C 1.389 -1.085 -0.441 -0.153
C 1.092 0.454 -0.378 -0.333
F 0.881 0.770 0.989 -0.362
N -0.153 0.828 -1.124 0.240
C -1.340 0.471 -0.526 -0.539
C -2.631 0.763 -1.137 0.474
B -3.926 0.213 -0.299 0.278
O -4.635 1.091 0.532 -0.603
N -4.216 -1.228 -0.470 0.102
C -5.391 -1.466 -1.350 -0.989
C -4.322 -1.921 0.841 -0.563
C -2.687 1.477 -2.419 0.556
C -4.057 1.819 -3.088 -0.165
O -4.386 2.953 -3.272 -0.390
O -4.951 0.822 -3.450 -0.406
C -1.382 1.856 -3.048 0.045
P -1.258 2.754 -4.730 0.086
O -2.222 4.114 -4.593 -0.481
I -2.177 1.188 -6.427 -0.003
C -0.149 1.485 -2.339 0.655
Cl 1.377 1.915 -3.165 -0.186
H 3.305 -0.414 0.467 0.196
H 3.279 -2.201 0.135 0.366
H 2.354 -1.465 1.564 0.213
H 1.691 -1.378 -1.477 0.337
H 0.533 -1.714 -0.075 0.343
H 1.941 1.097 -0.704 0.222
H -1.297 -0.081 0.447 0.384
H -4.565 0.824 1.467 0.381
H -5.769 -2.510 -1.192 0.413
H -6.212 -0.704 -1.211 0.248
H -5.013 -1.437 -2.413 0.284
H -3.787 -1.350 1.655 -0.076
H -3.738 -2.885 0.741 0.329
H -5.364 -2.210 1.131 0.362
H -5.806 0.988 -3.005 0.352
H -2.701 4.307 -5.421 0.368
C -0.795 -1.570 5.777 -0.853
C -1.300 -1.425 4.328 0.974
C -2.111 -0.168 4.015 0.020
F -3.227 -0.069 4.751 -0.229
F -2.514 -0.191 2.705 -0.210
F -1.985 -2.541 3.989 -0.280
F -0.195 -1.404 3.523 -0.287
O -1.567 -2.376 6.664 -0.405
C -2.668 -1.784 7.295 0.746
C -4.002 -2.392 6.847 0.186
F -4.165 -2.310 5.508 -0.190
F -5.037 -1.733 7.414 -0.251
F -2.623 -0.447 7.134 -0.278
F -2.509 -2.008 8.614 -0.287
H 0.158 -2.099 5.707 0.432
H -0.543 -0.605 6.224 0.362
H -1.514 0.735 4.165 0.305
H -4.059 -3.445 7.131 0.245
C 4.905 1.134 -3.324 -0.620
C 5.241 0.994 -1.827 0.947
C 6.142 2.074 -1.226 0.113
F 7.345 2.134 -1.819 -0.224
F 6.368 1.807 0.085 -0.267
F 5.746 -0.238 -1.606 -0.291
F 4.047 1.037 -1.152 -0.444
O 5.688 0.375 -4.241 -0.444
C 6.921 0.906 -4.648 0.712
C 8.111 0.069 -4.166 0.214
F 8.114 -0.070 -2.824 -0.213
F 9.276 0.666 -4.506 -0.252
F 7.004 2.197 -4.279 -0.280
F 6.903 0.903 -5.996 -0.289
H 3.899 0.727 -3.444 0.315
H 4.819 2.179 -3.631 0.365
H 5.671 3.060 -1.290 0.313
H 8.086 -0.928 -4.610 0.249
```

## Properties
- Charge: +1
- HOMO: -11.53 eV
- 2S+1: 1

***

# 3
Computed, not measured: C21H24Cl2CsN2O10 as an isolated structure at a distorted geometry, with wB97M-V/def2-TZVPD.

Geometry as XYZ:
```
60
Properties=species:S:1:pos:R:3:mulliken_charge:R:1
Cs 1.985 -2.362 16.991 1.336
C 0.711 -0.952 12.947 -1.062
C 2.163 -0.530 13.378 -0.328
O 2.265 -0.027 14.718 -0.062
C 3.195 0.980 14.981 -0.646
C 3.100 1.564 16.376 -0.479
O 1.901 1.225 17.069 -0.313
C 0.796 2.013 16.603 -0.462
C -0.557 1.471 17.039 -0.692
O -0.589 0.128 16.533 -0.137
C -1.699 -0.085 15.618 -0.643
C -1.073 -0.003 14.205 -0.484
O -0.095 -1.056 14.117 -0.054
H 0.732 -1.968 12.540 0.378
H 0.304 -0.222 12.272 0.587
H 2.613 0.156 12.649 0.377
H 2.712 -1.529 13.460 0.168
H 3.212 1.882 14.293 0.370
H 4.208 0.588 14.941 0.228
H 3.275 2.685 16.338 0.278
H 3.984 1.162 16.930 0.267
H 0.836 2.151 15.522 0.192
H 0.875 2.992 17.077 0.440
H -1.347 2.130 16.636 0.397
H -0.688 1.427 18.147 0.284
H -2.487 0.645 15.770 0.399
H -2.081 -1.100 15.811 0.189
H -0.586 0.971 14.112 0.282
H -1.870 -0.083 13.404 0.358
O -0.022 -7.662 13.506 -0.563
C -0.309 -7.753 14.786 0.272
O -0.201 -8.758 15.458 -0.587
C -0.658 -6.483 15.462 -0.092
C -1.440 -6.319 16.578 0.362
Cl -2.048 -7.389 17.681 -0.195
N -1.623 -4.952 16.855 0.530
N -0.762 -4.267 16.128 -0.489
C -0.194 -5.087 15.205 0.076
C 0.802 -4.572 14.189 0.520
O 1.125 -5.340 13.200 -0.918
O 1.400 -3.479 14.432 -0.449
C -2.432 -4.335 17.859 0.495
C -1.936 -3.116 18.415 -0.426
C -2.863 -2.147 18.886 -0.305
C -4.175 -2.526 19.128 -0.490
C -4.603 -3.817 18.778 -0.499
C -3.738 -4.735 18.212 -0.621
H 0.526 -6.802 13.227 0.474
H -0.881 -2.885 18.518 0.319
H -2.495 -1.067 19.012 0.266
H -4.846 -1.830 19.583 0.409
H -5.619 -4.128 18.983 0.361
H -4.005 -5.693 17.852 0.402
Cl 5.114 -4.544 16.556 -0.261
C 5.836 -2.880 16.317 -0.231
C 5.542 -1.833 17.416 0.405
O 4.408 -1.263 17.452 -0.692
O 6.502 -1.726 18.134 -0.676
H 5.399 -2.469 15.337 0.133
H 6.893 -3.219 16.287 0.297
```

## Properties
- Charge: -1
- Energy relative to the best compared isomer or geometry (same formula, charge and spin): 48.1 kJ/mol
- HOMO: -5.68 eV
- 2S+1: 1

***

# 4
Computed, not measured: a 2-piece molecular cluster, C21H24ClFN3O2S overall at a distorted geometry, with wB97M-V/def2-TZVPD.

Geometry as XYZ:
```
53
Properties=species:S:1:pos:R:3:mulliken_charge:R:1
Cl -0.896 4.787 -5.020 -0.089
C 0.176 5.023 -3.644 -0.379
N 0.226 3.807 -2.741 -0.265
C -1.117 3.435 -2.058 -0.569
C -0.931 2.259 -1.120 -0.531
N 0.519 1.939 -0.989 -0.151
F -0.248 -2.545 -0.082 -0.254
C 1.362 3.065 -0.585 -0.699
C 1.219 4.190 -1.582 -0.464
C 0.883 1.401 -2.339 -0.672
C 0.789 2.506 -3.382 -0.426
H 1.197 5.202 -4.002 0.386
H -0.177 5.864 -3.036 0.375
H -1.424 4.344 -1.539 0.402
H -1.799 3.240 -2.886 0.424
H -1.362 2.465 -0.131 0.287
H -1.428 1.368 -1.548 0.356
H 1.084 3.436 0.406 0.313
H 2.411 2.759 -0.544 0.326
H 2.143 4.433 -2.123 0.422
H 0.779 5.109 -1.171 0.437
H 1.893 0.967 -2.308 0.355
H 0.158 0.600 -2.574 0.324
H 0.109 2.297 -4.209 0.463
H 1.758 2.800 -3.791 0.374
C 2.784 -5.306 -1.195 -0.581
C 3.272 -4.603 -0.106 -0.340
C 2.454 -4.035 0.899 -0.706
C 1.068 -4.093 0.820 0.839
C 0.136 -2.927 1.137 1.282
C 0.727 -1.868 1.968 -0.453
N 1.279 -1.027 2.591 -0.515
S -1.765 -3.158 1.918 1.282
C -2.044 -1.785 3.148 -0.038
C -2.232 -2.139 4.481 -0.343
C -2.495 -1.151 5.435 -0.580
C -2.634 0.184 5.033 -0.416
C -2.387 0.554 3.696 -0.513
C -2.077 -0.445 2.750 -0.112
O -2.513 -2.582 0.816 -0.608
O -2.180 -4.442 2.457 -0.665
C 0.560 -4.826 -0.294 -0.454
C 1.394 -5.297 -1.328 -0.472
H 3.403 -5.879 -1.893 0.388
H 4.328 -4.389 -0.108 0.383
H 2.884 -3.222 1.474 0.272
H -2.115 -3.179 4.780 0.378
H -2.589 -1.435 6.491 0.371
H -2.907 0.947 5.761 0.367
H -2.407 1.610 3.407 0.332
H -1.830 -0.159 1.723 0.460
H -0.436 -4.531 -0.566 0.313
H 0.991 -5.572 -2.296 0.386
```

## Properties
- Charge: +1
- Energy relative to the best compared isomer or geometry (same formula, charge and spin): 85.4 kJ/mol
- HOMO: -11.37 eV
- 2S+1: 1